No. 1
Formula: C15H27NO3PS
Source: OMol25
Level of theory: wB97M-V/def2-TZVPD

Values from the calculation:
**SMILES**: CCCOC[N@@+](Cc1ccc(C)cc1)(OC[C@@H](C)O)[PH2]=S
**DFT total energy**: -1607.35971 hartree
**Molecular weight**: 332.4 g mol⁻¹
**Charge**: +1
**Strongest force on any atom**: 0.073 Eh/bohr
**HOMO energy**: -12.1 eV

Last column: natural (NBO) charge in e.
Element x y z (Å)
C: -4.22 -1.94 0.76  -0.620
C: -4.33 -0.85 -0.37  -0.438
C: -3.35 -1.06 -1.60  -0.089
O: -2.52 0.12 -1.69  -0.526
C: -1.28 -0.12 -2.32  0.068
N: -0.19 -0.04 -1.24  -0.235
C: 1.11 0.31 -1.98  -0.266
C: 2.30 0.13 -0.98  -0.148
C: 2.54 1.03 0.16  -0.202
C: 3.62 0.84 1.11  -0.224
C: 4.50 -0.32 0.90  0.049
C: 5.64 -0.56 1.94  -0.649
C: 4.33 -1.22 -0.25  -0.233
C: 3.24 -0.98 -1.17  -0.165
O: -0.48 1.03 -0.43  -0.348
C: -0.75 0.74 0.95  -0.166
C: -1.15 2.15 1.63  0.102
C: -1.33 3.29 0.55  -0.642
O: -2.28 2.02 2.50  -0.708
P: -0.01 -1.67 -0.50  0.896
S: 0.54 -3.06 -1.73  -0.464
H: -3.20 -2.39 0.89  0.183
H: -4.94 -2.79 0.65  0.231
H: -4.47 -1.44 1.73  0.229
H: -4.08 0.14 0.09  0.230
H: -5.39 -0.87 -0.74  0.233
H: -4.00 -1.12 -2.52  0.203
H: -2.78 -2.03 -1.57  0.178
H: -1.30 -1.12 -2.83  0.240
H: -1.03 0.64 -3.11  0.226
H: 1.02 1.41 -2.19  0.264
H: 1.22 -0.26 -2.93  0.270
H: 1.84 1.89 0.28  0.218
H: 3.71 1.55 1.96  0.240
H: 5.17 -0.43 2.96  0.229
H: 5.93 -1.64 1.88  0.228
H: 6.51 0.13 1.79  0.246
H: 5.01 -2.09 -0.39  0.245
H: 3.05 -1.63 -2.06  0.237
H: 0.14 0.40 1.54  0.214
H: -1.66 0.09 1.13  0.225
H: -0.27 2.49 2.25  0.170
H: -1.61 4.25 1.07  0.240
H: -2.13 3.02 -0.18  0.226
H: -0.36 3.52 0.02  0.215
H: -1.92 2.18 3.39  0.487
H: 0.90 -1.70 0.61  0.068
H: -1.28 -2.05 0.05  0.036

=====

No. 2
Formula: C15H27NO3S
Source: OMol25
Level of theory: wB97M-V/def2-TZVPD

Values from the calculation:
**SMILES**: CCCC[C@H]1CC[C@@H](C(=O)N[C@@H]2CCS(=O)(=O)C2)CC1
**Energy relative to the best compared isomer or geometry (same formula, charge and spin)**: 0.0 kcal per mole
**DFT total energy**: -1266.45534 hartree
**Molecular weight**: 301.5 g mol⁻¹
**Charge**: 0
**Strongest force on any atom**: 0.016 Eh/bohr
**HOMO energy**: -9.8 eV

Last column: natural (NBO) charge in e.
Element x y z (Å)
C: 2.06 6.96 -1.29  -0.609
C: 1.07 6.46 -0.24  -0.396
C: 0.05 5.46 -0.79  -0.391
C: 0.65 4.18 -1.39  -0.406
C: 1.52 3.36 -0.43  -0.219
C: 0.77 2.84 0.80  -0.401
C: -0.26 1.77 0.44  -0.396
C: 0.41 0.59 -0.28  -0.295
C: -0.66 -0.40 -0.70  0.702
O: -1.54 -0.13 -1.50  -0.641
N: -0.58 -1.61 -0.10  -0.654
C: -1.50 -2.68 -0.40  -0.073
C: -2.53 -2.87 0.73  -0.415
C: -1.81 -3.42 1.95  -0.658
S: -0.33 -4.25 1.26  2.145
O: -0.30 -5.65 1.60  -0.927
O: 0.83 -3.47 1.57  -0.963
C: -0.74 -3.99 -0.50  -0.656
C: 1.15 1.09 -1.52  -0.400
C: 2.16 2.17 -1.16  -0.381
H: 2.70 6.15 -1.64  0.199
H: 2.69 7.74 -0.87  0.210
H: 1.52 7.37 -2.14  0.201
H: 0.52 7.31 0.16  0.201
H: 1.62 6.01 0.59  0.193
H: -0.52 5.95 -1.58  0.201
H: -0.65 5.20 0.00  0.198
H: -0.18 3.57 -1.75  0.207
H: 1.25 4.44 -2.26  0.202
H: 2.33 4.00 -0.08  0.204
H: 1.50 2.41 1.49  0.200
H: 0.27 3.66 1.31  0.210
H: -1.03 2.18 -0.21  0.216
H: -0.75 1.41 1.35  0.207
H: 1.12 0.10 0.40  0.198
H: 0.17 -1.83 0.55  0.427
H: -2.01 -2.40 -1.33  0.261
H: -3.02 -1.92 0.95  0.238
H: -3.30 -3.57 0.39  0.217
H: -2.38 -4.16 2.51  0.255
H: -1.45 -2.64 2.62  0.250
H: 0.18 -3.91 -1.08  0.261
H: -1.35 -4.81 -0.85  0.249
H: 0.42 1.47 -2.23  0.219
H: 1.67 0.25 -1.99  0.209
H: 2.66 2.52 -2.06  0.207
H: 2.93 1.73 -0.51  0.196

=====

No. 3
Formula: C15H28AuN3O3
Source: OMol25
Level of theory: wB97M-V/def2-TZVPD

Values from the calculation:
**Energy relative to the best compared isomer or geometry (same formula, charge and spin)**: 19.8 kcal per mole
**DFT total energy**: -1113.44988 hartree
**Molecular weight**: 495.4 g mol⁻¹
**Charge**: +2
**Strongest force on any atom**: 0.015 Eh/bohr
**HOMO energy**: -16.3 eV

Last column: natural (NBO) charge in e.
Element x y z (Å)
Au: 0.26 0.42 0.16  1.480
C: -0.27 0.99 3.13  -0.423
N: 0.54 0.13 2.24  -0.424
C: 0.24 -1.29 2.61  -0.428
C: 1.99 0.40 2.45  -0.253
C: 2.78 -0.40 1.44  -0.257
N: 2.30 -0.11 0.06  -0.404
C: 2.57 -1.27 -0.83  -0.423
C: 2.99 1.10 -0.48  -0.439
H: -0.07 0.71 4.17  0.236
H: -1.33 0.83 2.92  0.231
H: -0.02 2.03 2.99  0.222
H: 0.62 -1.47 3.62  0.225
H: 0.71 -1.99 1.91  0.221
H: -0.82 -1.45 2.57  0.254
H: 2.27 0.13 3.46  0.252
H: 2.16 1.48 2.34  0.226
H: 2.66 -1.47 1.62  0.238
H: 3.85 -0.18 1.50  0.256
H: 3.63 -1.51 -0.77  0.232
H: 2.33 -1.01 -1.86  0.237
H: 1.98 -2.12 -0.52  0.236
H: 4.05 0.85 -0.61  0.236
H: 2.90 1.92 0.22  0.217
H: 2.55 1.37 -1.44  0.256
O: -1.67 -1.32 0.51  -0.796
C: -3.01 -1.14 0.97  -0.070
C: -3.90 -0.65 -0.16  -0.422
C: -3.16 0.39 -1.02  -0.455
C: -2.66 1.60 -0.26  0.279
C: -3.55 2.66 -0.07  -0.223
C: -3.14 3.84 0.52  -0.090
C: -1.81 3.97 0.90  -0.224
C: -0.98 2.89 0.71  0.028
N: -1.39 1.72 0.18  -0.517
H: -1.66 -1.83 -0.31  0.514
H: -2.95 -0.37 1.75  0.164
H: -3.40 -2.05 1.43  0.210
H: -4.81 -0.22 0.25  0.235
H: -4.19 -1.47 -0.80  0.239
H: -3.84 0.75 -1.79  0.257
H: -2.32 -0.07 -1.52  0.228
H: -4.57 2.54 -0.42  0.254
H: -3.84 4.65 0.66  0.259
H: -1.42 4.88 1.32  0.260
H: 0.07 2.97 0.98  0.205
O: -0.37 -1.44 -2.00  -0.639
C: -0.04 -0.39 -2.50  0.632
O: 0.30 0.70 -1.82  -0.704
H: -0.05 -0.21 -3.58  0.171

=====

No. 4
Formula: C15H28B3N2O6P
Source: OMol25
Level of theory: wB97M-V/def2-TZVPD

Values from the calculation:
**SMILES**: CP(C)B1OB(O)OB(CCCNCc2ccccc2O)O1.CNC(C)=O
**DFT total energy**: -1565.33854 hartree
**Molecular weight**: 395.8 g mol⁻¹
**Charge**: 0
**Strongest force on any atom**: 0.084 Eh/bohr
**HOMO energy**: -7.5 eV

Last column: natural (NBO) charge in e.
Element x y z (Å)
C: 2.16 -0.19 3.26  -0.903
P: 3.81 0.07 2.36  0.389
C: 5.15 0.80 3.48  -0.906
B: 3.61 1.04 0.72  0.893
O: 3.75 0.30 -0.51  -0.915
B: 2.87 0.79 -1.55  1.319
O: 2.41 -0.17 -2.52  -0.901
O: 2.42 2.17 -1.64  -0.908
B: 2.25 2.70 -0.31  1.209
C: 0.93 3.56 0.18  -0.796
C: 0.46 3.05 1.62  -0.425
C: -0.99 3.58 2.09  -0.221
N: -2.12 2.68 1.74  -0.644
C: -1.98 1.32 2.32  -0.261
C: -1.48 0.20 1.29  -0.065
C: -1.13 0.44 -0.21  -0.263
C: -0.69 -0.65 -1.21  -0.239
C: -0.55 -2.12 -0.72  -0.231
C: -0.85 -2.40 0.78  -0.261
C: -1.31 -1.29 1.79  0.271
O: -1.56 -1.65 3.16  -0.726
O: 3.35 2.48 0.62  -0.922
H: 1.98 0.51 4.14  0.228
H: 2.20 -1.26 3.69  0.243
H: 1.28 -0.18 2.52  0.249
H: 5.00 0.46 4.58  0.244
H: 6.15 0.33 3.16  0.241
H: 5.27 1.93 3.43  0.228
H: 2.76 -1.06 -2.27  0.504
H: 1.32 4.64 0.31  0.246
H: 0.12 3.56 -0.63  0.230
H: 1.22 3.48 2.38  0.219
H: 0.59 1.92 1.66  0.213
H: -0.98 3.89 3.20  0.202
H: -1.17 4.57 1.52  0.202
H: -2.33 2.68 0.74  0.369
H: -2.98 0.94 2.75  0.209
H: -1.25 1.31 3.22  0.226
H: -1.21 1.52 -0.60  0.213
H: -0.50 -0.33 -2.30  0.243
H: -0.24 -2.90 -1.48  0.270
H: -0.71 -3.47 1.15  0.236
H: -2.48 -1.95 3.27  0.489
C: -4.09 -2.15 -4.11  -0.411
N: -3.14 -2.89 -3.31  -0.614
C: -2.13 -3.70 -3.73  0.679
C: -1.93 -3.87 -5.22  -0.720
O: -1.40 -4.25 -2.91  -0.646
H: -3.99 -1.09 -3.86  0.200
H: -5.09 -2.49 -3.84  0.198
H: -3.93 -2.29 -5.17  0.212
H: -3.20 -2.82 -2.30  0.409
H: -1.09 -4.54 -5.39  0.247
H: -2.83 -4.32 -5.66  0.227
H: -1.72 -2.91 -5.68  0.228

=====

No. 5
Formula: C15H28GeIMoNO2Se3
Source: OMol25
Level of theory: wB97M-V/def2-TZVPD

Values from the calculation:
**Energy relative to the best compared isomer or geometry (same formula, charge and spin)**: 0.0 kcal per mole
**DFT total energy**: -10440.15075 hartree
**Multiplicity**: 3
**Molecular weight**: 786.7 g mol⁻¹
**Charge**: +2
**Strongest force on any atom**: 0.013 Eh/bohr
**HOMO energy (spin up / spin down)**: -14.3 / -14.9 eV

Last column: natural (NBO) charge in e.
Element x y z (Å)
Mo: 0.11 -0.74 0.65  0.567
O: -0.16 -1.27 2.77  -0.722
C: -1.32 -1.86 3.41  -0.060
C: -2.19 -2.53 2.37  -0.147
C: -3.24 -3.34 3.17  -0.046
O: -4.13 -3.90 2.23  -0.725
C: -1.40 -3.56 1.56  -0.560
Se: -0.23 -3.00 0.08  0.303
C: -3.00 -1.51 1.55  -0.536
Se: -2.13 0.02 0.65  0.219
H: 0.40 -0.85 3.43  0.524
H: -1.86 -1.08 3.94  0.212
H: -0.96 -2.60 4.13  0.213
H: -3.75 -2.68 3.87  0.185
H: -2.72 -4.11 3.75  0.186
H: -4.80 -4.43 2.68  0.503
H: -2.09 -4.22 1.05  0.279
H: -0.78 -4.16 2.22  0.247
H: -3.73 -1.03 2.20  0.250
H: -3.54 -2.00 0.75  0.271
C: 1.25 1.68 -4.89  -1.108
Ge: -0.24 2.33 -3.84  1.634
C: -0.30 4.25 -3.76  -1.090
C: -1.90 1.50 -4.39  -1.098
C: -0.01 1.75 -1.95  -1.007
Se: 0.61 -0.11 -1.77  0.578
C: 2.52 0.22 -1.82  -0.774
H: 1.04 1.87 -5.94  0.265
H: 1.38 0.60 -4.79  0.230
H: 2.18 2.19 -4.63  0.238
H: -0.50 4.66 -4.75  0.260
H: 0.65 4.64 -3.40  0.240
H: -1.10 4.59 -3.09  0.244
H: -2.05 1.63 -5.46  0.259
H: -2.75 1.95 -3.86  0.243
H: -1.88 0.43 -4.18  0.234
H: -0.99 1.77 -1.47  0.247
H: 0.67 2.38 -1.37  0.237
H: 2.72 0.63 -2.80  0.264
H: 3.03 -0.73 -1.71  0.248
H: 2.82 0.92 -1.04  0.225
I: 2.81 4.00 3.10  0.313
C: 2.92 2.04 2.52  -0.200
C: 4.07 1.28 2.72  -0.134
C: 4.10 -0.05 2.30  -0.208
C: 2.98 -0.59 1.70  0.043
N: 1.87 0.15 1.51  -0.540
C: 1.83 1.43 1.92  -0.004
H: 4.94 1.72 3.19  0.264
H: 4.98 -0.66 2.43  0.266
H: 2.96 -1.61 1.36  0.233
H: 0.92 1.98 1.74  0.234

=====

No. 6
Formula: C15H28N4O5S2
Source: OMol25
Level of theory: wB97M-V/def2-TZVPD

Values from the calculation:
**SMILES**: [H]/N=C(\N)NCCCC[C@]1(S)OS(=O)(=O)O[C@@]1(CCCCCCC)OC#N
**DFT total energy**: -1979.87850 hartree
**Molecular weight**: 408.5 g mol⁻¹
**Charge**: 0
**Strongest force on any atom**: 0.029 Eh/bohr
**HOMO energy**: -9.5 eV

Last column: natural (NBO) charge in e.
Element x y z (Å)
H: -6.10 0.87 -2.47  0.352
N: -6.12 0.46 -1.54  -0.685
C: -4.95 0.43 -1.07  0.556
N: -3.81 0.92 -1.79  -0.880
N: -4.73 -0.02 0.24  -0.630
C: -3.61 -0.94 0.47  -0.231
C: -2.30 -0.21 0.88  -0.418
C: -1.08 -0.46 -0.01  -0.422
C: -0.82 -1.93 -0.37  -0.461
C: 0.38 -2.56 0.33  0.172
S: 0.31 -4.38 -0.10  0.007
O: 0.26 -2.48 1.75  -0.717
S: 1.30 -1.47 2.43  2.560
O: 0.62 -0.28 2.80  -0.890
O: 2.11 -2.16 3.35  -0.853
O: 2.13 -1.17 1.08  -0.696
C: 1.81 -1.99 0.00  0.516
C: 2.02 -1.32 -1.35  -0.463
C: 2.94 -0.07 -1.37  -0.390
C: 2.27 1.23 -1.82  -0.395
C: 1.21 1.77 -0.83  -0.408
C: 1.41 3.26 -0.49  -0.391
C: 2.07 3.54 0.86  -0.395
C: 1.37 2.86 2.04  -0.613
O: 2.74 -3.14 0.01  -0.517
C: 3.82 -3.03 0.71  0.533
N: 4.75 -2.98 1.38  -0.377
H: -3.33 1.61 -1.23  0.372
H: -3.16 0.16 -1.98  0.365
H: -5.60 -0.42 0.56  0.393
H: -3.92 -1.55 1.32  0.213
H: -3.47 -1.62 -0.37  0.171
H: -2.05 -0.46 1.91  0.222
H: -2.53 0.85 0.85  0.219
H: -0.22 -0.08 0.54  0.232
H: -1.18 0.13 -0.93  0.203
H: -0.65 -2.05 -1.44  0.230
H: -1.67 -2.57 -0.13  0.234
H: -0.52 -4.67 0.91  0.145
H: 1.07 -1.11 -1.84  0.225
H: 2.51 -2.07 -1.96  0.252
H: 3.73 -0.28 -2.09  0.216
H: 3.43 0.09 -0.41  0.222
H: 3.04 1.99 -1.92  0.210
H: 1.79 1.06 -2.79  0.197
H: 0.22 1.67 -1.29  0.198
H: 1.26 1.17 0.08  0.199
H: 2.01 3.72 -1.28  0.200
H: 0.44 3.77 -0.51  0.197
H: 3.12 3.23 0.83  0.193
H: 2.06 4.62 1.02  0.203
H: 0.29 2.93 1.94  0.199
H: 1.62 1.80 2.07  0.208
H: 1.69 3.28 2.99  0.216

=====

- The highest strongest force on any atom belongs to which entry?
  C15H28B3N2O6P